Entry 1:
Entry from OMol25: a cluster of 2 separate species, C35H49N4O5 in total in a non-equilibrium geometry (ωB97M-V/def2-TZVPD).

Element x y z (Å)
C1 2.79 -4.20 0.24
N1 3.88 -3.29 0.45
C2 4.61 -2.78 -0.69
C3 4.67 -1.25 -0.81
C4 3.83 -0.46 0.16
N2 3.69 0.88 -0.11
C5 4.04 1.36 -1.44
C6 4.04 2.88 -1.55
O1 2.88 3.44 -0.92
C7 2.88 3.17 0.48
C8 2.88 1.67 0.81
C9 3.39 -1.04 1.33
C10 3.89 -2.41 1.63
H1 2.61 -4.80 1.14
H2 1.85 -3.66 0.00
H3 3.02 -4.86 -0.61
H4 5.64 -3.15 -0.57
H5 4.20 -3.25 -1.60
H6 5.74 -0.98 -0.71
H7 4.38 -1.01 -1.85
H8 5.04 1.01 -1.70
H9 3.32 0.97 -2.19
H10 4.97 3.27 -1.10
H11 3.94 3.18 -2.60
H12 3.76 3.65 0.97
H13 1.95 3.64 0.85
H14 1.84 1.32 0.84
H15 3.28 1.55 1.82
H16 2.75 -0.56 2.07
H17 3.34 -2.90 2.45
H18 4.97 -2.34 1.88
C11 -8.82 -3.00 8.55
O2 -9.44 -2.41 7.40
C12 -8.80 -1.42 6.71
C13 -7.51 -0.94 6.91
C14 -6.79 -0.37 5.85
C15 -5.29 -0.19 5.94
C16 -4.49 -1.23 5.12
C17 -4.77 -2.63 5.69
O3 -5.83 -3.24 5.68
N3 -3.59 -3.11 6.18
C18 -3.51 -4.38 6.87
C19 -2.43 -2.25 5.99
C20 -1.96 -1.70 7.34
C21 -1.33 -3.07 5.30
N4 -3.01 -1.17 5.16
C22 -2.27 -0.23 4.53
C23 -0.86 -0.11 4.56
C24 -0.05 0.58 3.66
C25 1.24 1.14 4.03
C26 1.58 2.47 3.66
C27 2.84 2.99 3.95
C28 3.81 2.20 4.58
C29 3.46 0.92 5.02
C30 2.19 0.40 4.77
C31 -7.49 -0.01 4.69
C32 -8.84 -0.35 4.52
O4 -9.60 -0.23 3.39
C33 -9.20 0.65 2.33
C34 -9.53 -0.98 5.58
O5 -10.85 -1.29 5.47
C35 -11.19 -2.54 4.79
H19 -9.59 -3.65 8.96
H20 -7.93 -3.58 8.27
H21 -8.55 -2.22 9.29
H22 -7.03 -1.08 7.89
H23 -5.02 0.81 5.56
H24 -4.96 -0.26 6.99
H25 -4.84 -1.20 4.07
H26 -4.52 -4.78 7.01
H27 -2.92 -5.09 6.28
H28 -3.03 -4.26 7.84
H29 -2.83 -1.36 7.92
H30 -1.45 -2.50 7.90
H31 -1.27 -0.86 7.20
H32 -1.76 -3.62 4.45
H33 -0.53 -2.43 4.93
H34 -0.91 -3.78 6.02
H35 -2.85 0.52 3.98
H36 -0.33 -0.55 5.42
H37 -0.43 0.81 2.65
H38 0.82 3.09 3.18
H39 3.08 4.03 3.68
H40 4.81 2.58 4.73
H41 4.19 0.31 5.57
H42 1.92 -0.60 5.13
H43 -6.98 0.54 3.89
H44 -10.08 0.72 1.69
H45 -8.93 1.65 2.72
H46 -8.36 0.22 1.77
H47 -12.28 -2.59 4.81
H48 -10.82 -2.50 3.75
H49 -10.75 -3.38 5.34

The calculation puts the energy at -1957.9120 a.u. The calculation puts the frontier orbital gap at 4.14 eV. The value obtained for the LUMO energy is -5.003 eV. Its total charge is +1. For the largest force on an atom, the calculation gives 0.05008 Eh/bohr. Its multiplicity is 1. The value obtained for the HOMO energy is -0.3361 hartree.

Mulliken population analysis, charges in e, atoms 1 to 6:
1. C -0.930
2. N 0.155
3. C -1.098
4. C -0.704
5. C 0.675
6. N 0.056


Entry 2:
Entry from OMol25: a structure of composition C35H50BFeN12O10P3S2 in a non-equilibrium geometry (ωB97M-V/def2-TZVPD).

Element x y z (Å)
Fe1 0.38 -0.93 -1.31
C1 -2.31 1.41 -0.45
C2 -0.87 1.75 -0.32
C3 -0.38 2.92 0.26
C4 0.99 2.82 0.17
N1 1.29 1.65 -0.41
N2 0.15 1.00 -0.74
B1 2.69 1.08 -0.73
N3 2.71 0.60 -2.18
C5 3.63 0.83 -3.12
C6 3.25 0.15 -4.25
C7 2.06 -0.51 -3.92
C8 1.33 -1.39 -4.87
N4 1.75 -0.23 -2.65
N5 2.86 -0.16 0.16
C9 3.75 -0.56 1.08
C10 3.38 -1.80 1.53
C11 2.22 -2.13 0.81
C12 1.46 -3.41 0.94
N6 1.92 -1.13 -0.01
N7 3.71 2.18 -0.53
C13 3.73 3.35 -1.22
C14 4.75 4.11 -0.73
C15 5.32 3.32 0.30
C16 6.48 3.65 1.18
N8 4.69 2.17 0.41
H1 -2.89 2.10 0.16
H2 -2.50 0.40 -0.12
H3 -2.65 1.49 -1.48
H4 -0.96 3.73 0.67
H5 1.77 3.49 0.48
H6 4.47 1.47 -2.92
H7 3.75 0.12 -5.21
H8 1.95 -1.52 -5.76
H9 0.39 -0.94 -5.17
H10 1.13 -2.36 -4.44
H11 4.56 0.10 1.34
H12 3.87 -2.41 2.27
H13 1.64 -3.83 1.93
H14 1.82 -4.14 0.21
H15 0.39 -3.26 0.79
H16 3.00 3.55 -2.00
H17 5.05 5.10 -1.04
H18 6.82 4.67 1.01
H19 7.32 2.98 0.99
H20 6.21 3.55 2.23
O1 -2.27 -3.38 -3.28
P1 -1.96 -3.28 -1.72
O2 -3.13 -3.75 -0.95
O3 -1.38 -1.92 -1.40
O4 -0.72 -4.34 -1.53
P2 0.73 -4.11 -2.18
O5 0.41 -4.28 -3.77
O6 1.66 -5.17 -1.76
O7 1.09 -2.66 -2.00
H21 -1.47 -3.41 -3.83
H22 0.65 -5.18 -4.04
O8 1.24 3.88 -5.38
S1 0.53 3.70 -4.13
O9 0.95 4.51 -3.02
N9 0.49 2.13 -3.72
C17 -0.74 1.65 -3.72
S2 -1.18 0.06 -3.36
C18 -1.78 2.65 -4.13
C19 -3.15 2.48 -4.26
C20 -3.92 3.57 -4.65
C21 -3.33 4.80 -4.91
C22 -1.95 4.97 -4.79
C23 -1.21 3.88 -4.40
H23 -3.59 1.51 -4.04
H24 -4.99 3.46 -4.75
H25 -3.94 5.64 -5.23
H26 -1.48 5.93 -4.99
O10 -0.64 -1.14 1.02
P3 -1.40 -1.01 2.28
N10 -3.04 -0.99 2.07
C24 -3.67 -1.79 0.99
C25 -5.15 -1.53 1.22
C26 -5.25 -1.56 2.74
C27 -3.98 -0.84 3.20
N11 -0.91 0.36 3.07
C28 0.44 0.89 2.84
C29 0.47 2.13 3.71
C30 -0.36 1.71 4.93
C31 -1.49 0.88 4.31
N12 -1.18 -2.22 3.42
C32 -1.70 -3.56 3.12
C33 -1.18 -4.38 4.29
C34 0.23 -3.82 4.49
C35 0.12 -2.34 4.09
H27 -3.45 -2.85 1.08
H28 -3.31 -1.49 0.01
H29 -5.77 -2.28 0.73
H30 -5.43 -0.54 0.83
H31 -5.24 -2.60 3.08
H32 -6.15 -1.09 3.13
H33 -3.58 -1.26 4.12
H34 -4.19 0.22 3.37
H35 0.60 1.09 1.79
H36 1.22 0.18 3.17
H37 -0.02 2.96 3.19
H38 1.48 2.44 3.96
H39 -0.74 2.55 5.51
H40 0.25 1.08 5.59
H41 -2.35 1.51 4.09
H42 -1.81 0.07 4.97
H43 -1.33 -3.95 2.16
H44 -2.79 -3.55 3.07
H45 -1.19 -5.45 4.09
H46 -1.79 -4.19 5.17
H47 0.93 -4.34 3.83
H48 0.59 -3.94 5.51
H49 0.95 -2.05 3.43
H50 0.15 -1.68 4.96

For the energy relative to the best compared isomer or geometry (same formula, charge and spin), the calculation gives 1.9 kcal per mole. The calculation puts the energy at -5882.8264 a.u. The calculation puts the frontier orbital gap (alpha / beta) at 7.18 / 7.62 eV. The value obtained for the LUMO energy (alpha / beta) is 1.401 / 1.856 eV. Its total charge is -1. For the largest force on an atom, the calculation gives 0.03519 Eh/bohr. Its expectation value of S² is 0.94. Its multiplicity is 2. The value obtained for the HOMO energy (alpha / beta) is -0.2122 / -0.2117 hartree.

Mulliken population analysis, charges in e, atoms 1 to 6:
1. Fe 0.069
2. C -1.718
3. C 0.333
4. C -1.830
5. C -0.310
6. N 1.107


Entry 3:
Entry from OMol25: a structure of composition C35H50FN8O5S4Sr in a non-equilibrium geometry (ωB97M-V/def2-TZVPD).

Element x y z (Å)
Sr1 -0.06 -0.95 0.55
C1 0.60 0.96 -3.81
C2 0.90 2.34 -3.24
S1 0.01 2.61 -1.68
C3 0.58 4.29 -1.34
C4 2.08 4.46 -1.11
S2 2.75 3.37 0.18
C5 4.05 2.49 -0.75
C6 4.44 1.17 -0.09
S3 3.16 -0.11 -0.05
C7 3.46 -1.01 -1.60
C8 2.81 -0.39 -2.83
S4 1.00 -0.42 -2.72
H1 1.13 0.82 -4.75
H2 -0.47 0.87 -4.01
H3 0.58 3.11 -3.95
H4 1.97 2.46 -3.07
H5 0.03 4.60 -0.44
H6 0.26 4.94 -2.15
H7 2.29 5.49 -0.82
H8 2.64 4.27 -2.03
H9 4.92 3.14 -0.82
H10 3.68 2.31 -1.76
H11 4.73 1.34 0.94
H12 5.30 0.75 -0.61
H13 3.05 -2.00 -1.40
H14 4.53 -1.11 -1.74
H15 3.11 -0.96 -3.72
H16 3.14 0.64 -2.96
C9 3.95 2.27 5.22
C10 3.45 1.25 6.01
C11 2.53 0.35 5.50
C12 2.11 0.47 4.17
C13 2.60 1.51 3.39
C14 3.52 2.40 3.91
N1 1.09 -0.37 3.61
N2 0.92 -1.42 4.25
C15 -0.20 -2.23 3.89
C16 -0.50 -3.17 4.87
C17 -1.58 -4.01 4.72
C18 -2.35 -3.90 3.57
C19 -2.02 -2.95 2.60
C20 -0.92 -2.08 2.69
H17 4.67 2.97 5.63
H18 3.77 1.15 7.04
H19 2.12 -0.45 6.10
H20 2.25 1.60 2.37
H21 3.90 3.21 3.29
H22 0.13 -3.22 5.76
H23 -1.82 -4.75 5.47
H24 -3.20 -4.57 3.42
H25 -2.66 -2.91 1.72
F1 -4.17 -5.36 0.63
C21 -2.88 -5.72 0.63
C22 -2.01 -5.10 -0.17
N3 -0.66 -5.42 -0.18
C23 0.29 -4.68 -1.01
C24 0.29 -3.19 -0.67
O1 1.30 -2.70 -0.09
O2 -0.74 -2.51 -0.96
C25 -0.15 -6.43 0.63
O3 1.01 -6.76 0.64
N4 -1.09 -7.03 1.44
C26 -2.46 -6.77 1.55
O4 -3.17 -7.37 2.32
H26 -2.32 -4.30 -0.82
H27 0.03 -4.80 -2.07
H28 1.26 -5.09 -0.81
H29 -0.74 -7.75 2.05
N5 -2.26 3.69 3.81
C27 -2.00 4.21 2.41
C28 -2.00 3.01 1.46
N6 -1.07 1.98 1.86
C29 -1.27 1.54 3.23
C30 -1.22 2.68 4.23
H30 -3.16 3.21 3.80
H31 -2.34 4.46 4.48
H32 -1.02 4.69 2.44
H33 -2.76 4.95 2.17
H34 -1.79 3.36 0.45
H35 -3.01 2.58 1.44
H36 -0.11 2.22 1.65
H37 -0.51 0.80 3.48
H38 -2.24 1.03 3.30
H39 -0.25 3.19 4.20
H40 -1.43 2.37 5.25
C31 -4.43 -1.41 -0.11
C32 -3.72 -0.18 0.43
O5 -2.36 -0.07 0.01
H41 -5.44 -1.45 0.28
H42 -3.90 -2.32 0.19
H43 -4.48 -1.38 -1.20
H44 -3.70 -0.22 1.52
H45 -4.26 0.72 0.13
H46 -2.36 -0.06 -0.98
N7 -2.55 -1.17 -4.68
C33 -3.04 0.09 -4.92
C34 -3.00 0.73 -3.72
N8 -2.49 -0.13 -2.76
C35 -2.24 -1.26 -3.37
H47 -2.47 -1.91 -5.36
H48 -3.37 0.41 -5.90
H49 -3.29 1.73 -3.48
H50 -1.82 -2.14 -2.90

For the energy relative to the best compared isomer or geometry (same formula, charge and spin), the calculation gives 24.8 kcal per mole. The calculation puts the energy at -3901.1440 a.u. The calculation puts the frontier orbital gap at 6.60 eV. The value obtained for the LUMO energy is -2.788 eV. Its total charge is +1. For the largest force on an atom, the calculation gives 0.06166 Eh/bohr. Its multiplicity is 1. The value obtained for the HOMO energy is -0.3452 hartree.

Mulliken population analysis, charges in e, atoms 1 to 6:
1. Sr 0.912
2. C -0.687
3. C -0.935
4. S 0.267
5. C -0.638
6. C -1.249


Entry 4:
Entry from OMol25: a structure of composition C35H50N4OSbSi3SnTe in a non-equilibrium geometry (ωB97M-V/def2-TZVPD).

Element x y z (Å)
Sn1 0.73 -0.55 1.56
C1 -2.63 -3.78 -1.30
C2 -1.29 -3.44 -1.02
N1 -0.84 -3.04 0.18
C3 -1.68 -3.03 1.26
C4 -3.02 -3.51 1.08
C5 -3.50 -3.78 -0.21
C6 -3.79 -3.74 2.27
C7 -3.30 -3.42 3.51
C8 -2.13 -2.68 3.64
C9 -1.26 -2.64 2.56
N2 0.03 -2.20 2.72
C10 0.80 -2.56 3.78
C11 0.56 -3.80 4.41
C12 1.50 -4.29 5.39
C13 2.64 -3.57 5.69
C14 2.93 -2.31 5.04
C15 4.12 -1.59 5.25
C16 4.48 -0.49 4.43
C17 3.62 -0.20 3.37
N3 2.42 -0.84 3.16
C18 2.02 -1.88 4.00
H1 -2.94 -4.02 -2.33
H2 -0.57 -3.52 -1.83
H3 -4.57 -4.00 -0.31
H4 -4.80 -4.17 2.23
H5 -3.78 -3.80 4.40
H6 -1.76 -2.45 4.62
H7 -0.29 -4.44 4.15
H8 1.36 -5.30 5.83
H9 3.39 -3.95 6.39
H10 4.74 -1.83 6.10
H11 5.38 0.15 4.58
H12 3.88 0.53 2.62
O1 2.16 -2.96 0.89
C19 3.31 -2.98 -0.03
C20 2.97 -2.51 -1.44
C21 2.64 -0.98 -1.62
C22 3.74 0.04 -1.45
C23 5.10 -0.27 -1.46
C24 6.03 0.73 -1.19
C25 5.59 1.99 -0.80
C26 4.22 2.23 -0.93
N4 3.36 1.29 -1.24
H13 1.31 -3.27 0.44
H14 3.74 -3.99 -0.08
H15 4.07 -2.32 0.44
H16 2.10 -3.07 -1.84
H17 3.82 -2.84 -2.12
H18 1.76 -0.74 -1.02
H19 2.26 -0.89 -2.64
H20 5.37 -1.31 -1.62
H21 7.11 0.54 -1.21
H22 6.22 2.78 -0.36
H23 3.85 3.24 -0.77
Te1 -0.27 1.78 3.03
C27 0.36 1.03 -4.44
Si1 -0.57 2.56 -3.76
C28 0.74 3.92 -3.32
C29 -1.77 3.17 -5.07
Sb1 -1.50 1.74 -1.46
Si2 -1.41 3.88 0.05
C30 0.37 4.02 0.49
C31 -2.71 3.52 1.37
C32 -2.12 5.35 -0.86
Si3 -4.02 1.27 -1.96
C33 -4.74 0.52 -0.40
C34 -4.89 2.85 -2.59
C35 -3.92 0.00 -3.35
H24 -0.24 0.30 -5.05
H25 0.84 0.48 -3.61
H26 1.23 1.40 -5.05
H27 1.31 4.23 -4.20
H28 1.39 3.56 -2.51
H29 0.20 4.79 -2.89
H30 -1.30 3.41 -6.04
H31 -2.26 4.08 -4.75
H32 -2.63 2.51 -5.32
H33 0.93 3.12 0.23
H34 0.46 4.14 1.57
H35 0.89 4.84 -0.02
H36 -2.79 2.49 1.74
H37 -3.70 3.94 1.06
H38 -2.41 4.02 2.35
H39 -1.32 6.04 -1.14
H40 -2.86 5.92 -0.30
H41 -2.65 5.00 -1.77
H42 -4.62 -0.60 -0.47
H43 -5.82 0.83 -0.28
H44 -4.22 0.86 0.51
H45 -4.49 3.82 -2.29
H46 -5.94 2.84 -2.17
H47 -4.94 2.79 -3.66
H48 -4.93 -0.17 -3.75
H49 -3.65 -1.01 -2.93
H50 -3.21 0.21 -4.18

For the energy relative to the best compared isomer or geometry (same formula, charge and spin), the calculation gives 0.0 kcal per mole. The calculation puts the energy at -3249.1053 a.u. The calculation puts the frontier orbital gap at 4.63 eV. The value obtained for the LUMO energy is 2.102 eV. Its total charge is -1. For the largest force on an atom, the calculation gives 0.05992 Eh/bohr. Its multiplicity is 1. The value obtained for the HOMO energy is -0.0930 hartree.

Mulliken population analysis, charges in e, atoms 1 to 6:
1. Sn 0.801
2. C -1.002
3. C -0.065
4. N 0.248
5. C 0.263
6. C 0.587